1.
The following is a quantum chemistry calculation of a molecular structure, C42H40AsIrN3O2S, from the OMol25 dataset.

## Properties
Multiplicity: 2
⟨S²⟩: 0.762
Orbital gap (spin up / spin down), eV: 5.158 / 6.031
Total charge: 0
HOMO (spin up / spin down), Ha: -0.226 / -0.258

Structure (XYZ):
```
90
Properties=species:S:1:pos:R:3:forces:R:3:mulliken_spin:R:1
Ir 0.24661 -0.95206 -2.39741 0.00 -0.47 -2.56 0.751
C 3.59671 -1.57176 -2.96489 0.18 -0.23 -0.02 0.010
O 2.56840 -0.64909 -2.62583 0.00 0.38 0.26 0.042
C 2.87864 0.70020 -2.64941 -0.57 -0.42 -0.01 -0.025
C 4.17856 1.16839 -2.68182 0.26 0.01 0.00 0.009
C 4.43070 2.53355 -2.73221 -0.16 -0.14 -0.02 -0.012
C 3.36884 3.42437 -2.75501 0.04 0.13 -0.01 0.006
C 2.06786 2.95940 -2.71390 -0.05 -0.34 -0.04 -0.004
C 1.78880 1.58735 -2.65522 1.06 1.13 -0.04 0.005
N 0.50197 1.08092 -2.59826 -3.14 0.81 1.08 -0.061
N -0.47000 1.96643 -2.53507 2.88 -0.31 -0.86 0.024
C -1.76603 1.66454 -2.50935 -0.73 -1.25 0.36 0.043
C -2.32396 0.35286 -2.69232 1.76 -0.55 -0.55 0.016
O -1.62245 -0.66827 -3.15456 -1.50 0.82 1.14 0.077
C -3.69035 0.15157 -2.39894 -1.05 0.10 -0.12 -0.007
C -4.52576 1.18656 -2.08780 0.51 -0.60 -0.17 0.005
C -4.04904 2.52206 -2.07125 0.22 0.49 0.01 0.005
C -4.92587 3.60919 -1.87343 0.08 -0.04 0.00 -0.007
C -4.46688 4.89899 -1.92346 -0.11 0.13 0.07 0.008
C -3.10714 5.14873 -2.16347 0.02 -0.13 0.00 -0.004
C -2.22804 4.10620 -2.32343 0.01 0.11 0.07 0.011
C -2.67212 2.77106 -2.28466 -0.14 0.03 -0.01 0.006
H 4.39545 -1.55870 -2.22134 -0.03 0.02 0.02 0.000
H 4.00293 -1.34209 -3.95106 -0.02 0.06 0.00 0.001
H 3.12996 -2.55184 -2.98975 -0.06 0.04 -0.01 -0.002
H 5.00589 0.47288 -2.67241 -0.03 0.02 -0.01 0.000
H 5.45226 2.88674 -2.76980 -0.01 0.00 0.02 -0.001
H 3.55423 4.48916 -2.81490 -0.01 -0.01 0.02 0.000
H 1.23025 3.63926 -2.73719 0.01 0.04 -0.01 0.000
H -4.06589 -0.86371 -2.45896 0.06 0.04 -0.03 0.000
H -5.57272 0.99985 -1.88033 0.01 -0.01 0.03 0.000
H -5.97662 3.40532 -1.70263 0.00 0.00 0.01 0.000
H -5.14888 5.72865 -1.78350 -0.01 -0.03 -0.02 0.001
H -2.75562 6.16984 -2.24251 0.02 -0.01 0.06 0.000
H -1.18073 4.29747 -2.50844 0.00 0.00 -0.01 0.002
C -4.01954 3.22807 2.23383 0.04 -0.02 -0.03 0.000
C -2.84526 2.37356 1.84716 0.08 0.04 -0.03 0.000
C -2.86490 0.99619 2.01428 -0.03 0.01 -0.04 -0.001
C -1.77956 0.19597 1.68264 -0.02 -0.06 0.10 0.011
C -1.90106 -1.27911 1.95563 0.02 0.04 -0.06 0.007
C -0.61908 0.79042 1.16389 0.10 -0.08 -0.11 0.008
As 0.98855 -0.19201 0.58010 0.32 0.17 0.59 -0.042
N 0.11507 -1.52716 -0.36328 -0.27 -1.49 0.06 0.113
C -0.17921 -2.80125 -0.25324 -0.28 1.64 -0.21 0.000
C -0.94693 -3.36169 -1.43767 0.29 -0.85 0.15 -0.012
C -1.24706 -4.81686 -1.36721 0.04 -0.03 0.23 0.002
C -0.80665 -5.58505 -0.36113 -0.57 -0.25 -0.59 0.000
C -0.12036 -5.00122 0.75011 0.44 1.06 0.21 0.003
C 0.17319 -3.67094 0.80190 0.01 -1.23 1.05 0.010
C 1.77731 -1.12799 2.15157 -0.11 0.03 0.07 0.016
C 1.43975 -1.00427 3.50490 0.07 0.02 -0.08 0.000
C 0.50918 0.04524 4.06199 0.04 -0.14 -0.01 -0.001
C 2.02989 -1.86661 4.43157 0.00 0.02 0.00 0.001
C 2.97875 -2.80451 4.07054 0.00 -0.02 0.02 0.000
C 3.57260 -3.75458 5.07365 0.01 0.06 -0.07 0.000
C 3.39717 -2.83017 2.74312 -0.07 -0.01 0.06 0.000
C 2.82244 -2.00866 1.78875 0.01 0.06 -0.04 -0.004
C 3.33996 -2.08158 0.37181 -0.14 -0.02 0.10 -0.003
C -0.58465 2.18226 0.98219 0.13 -0.02 -0.05 -0.003
C 0.61067 2.94015 0.44903 -0.10 -0.04 0.11 0.001
C -1.69429 2.94495 1.32939 -0.07 0.00 -0.01 -0.003
H -4.82723 2.62255 2.64266 -0.03 0.02 0.00 0.000
H -4.39810 3.77435 1.36840 -0.02 0.01 -0.01 0.000
H -3.72551 3.96242 2.98555 -0.04 0.01 0.00 0.000
H -3.75104 0.52759 2.42986 0.00 -0.01 0.00 0.000
H -2.65924 -1.45943 2.71738 0.01 0.01 0.03 0.000
H -0.95784 -1.70089 2.30221 -0.04 -0.05 -0.04 -0.003
H -2.20505 -1.81900 1.05649 0.03 -0.01 0.03 0.000
H -1.86199 -2.77241 -1.56943 0.03 0.08 -0.04 0.002
H -1.81028 -5.23000 -2.19396 0.09 -0.10 -0.02 0.000
H -0.99822 -6.65041 -0.36673 0.00 0.00 0.04 0.000
H 0.17864 -5.62533 1.58224 0.02 -0.06 -0.01 0.001
H 0.68165 -3.27690 1.66935 0.01 0.02 -0.03 0.002
H 0.35650 0.86440 3.37097 -0.05 0.09 0.02 0.001
H 0.93907 0.44655 4.98037 -0.03 0.00 0.02 0.000
H -0.46544 -0.37969 4.31236 -0.03 0.05 -0.03 0.000
H 1.73335 -1.77914 5.47203 0.02 -0.02 0.02 0.000
H 3.14995 -3.59794 6.06468 0.02 -0.01 0.02 0.000
H 4.65432 -3.62344 5.13191 0.00 -0.03 0.04 0.000
H 3.38199 -4.78735 4.77714 0.02 -0.01 0.04 0.000
H 4.18315 -3.51895 2.45066 0.00 0.02 -0.04 0.000
H 4.20761 -2.73729 0.31430 0.02 0.00 0.02 0.000
H 3.62374 -1.08469 0.02783 0.03 -0.03 -0.09 0.000
H 2.58343 -2.46843 -0.31631 0.03 0.01 -0.04 0.000
H 1.45940 2.29796 0.23029 0.03 0.08 -0.03 0.001
H 0.92497 3.68910 1.17839 0.03 0.01 -0.02 0.000
H 0.33696 3.45973 -0.47090 0.00 0.00 0.00 0.000
H -1.64598 4.02070 1.19215 -0.02 0.01 -0.01 0.000
S 0.91565 -3.93907 -3.46355 -0.19 -0.58 -0.25 -0.004
C -0.00044 -2.96213 -2.55735 0.63 1.80 0.36 -0.003
```
Positions in Å, forces in eV/Å.

2.
The following is a quantum chemistry calculation of a molecular structure, C43H59N8OP2ScSe2Si, from the OMol25 dataset.

## Properties
Orbital gap (spin up / spin down), eV: 5.130 / 4.390
Total charge: +2
HOMO (spin up / spin down), Ha: -0.347 / -0.318

Structure (XYZ):
```
117
Properties=species:S:1:pos:R:3:forces:R:3:lowdin_charge:R:1
Sc 10.73699 13.92950 11.65173 -1.07 -1.29 1.30 0.728
C 15.08164 17.26789 11.99482 0.24 1.80 0.20 -0.039
N 13.97950 16.47520 12.45557 0.70 -0.40 0.29 -0.131
C 13.62578 16.40566 13.80707 -0.80 0.63 -1.01 -0.057
C 12.55143 15.61600 13.83024 -1.17 -2.70 -1.10 -0.104
N 12.26836 15.05927 12.53955 2.65 1.31 1.91 -0.076
C 13.28398 15.54393 11.74863 -2.02 0.48 1.07 -0.471
P 13.26528 15.24123 9.99877 0.97 0.74 -0.96 1.053
C 13.03169 13.49683 9.85290 -1.34 0.07 -0.09 -0.491
N 11.86066 12.85168 10.22802 2.41 -1.51 -0.80 -0.081
C 12.08369 11.51766 9.86033 1.10 1.19 0.25 -0.117
C 13.32006 11.34443 9.30361 -1.87 2.58 0.75 -0.029
N 13.88354 12.64285 9.21042 -0.37 -2.04 -0.13 -0.147
C 15.25564 12.88839 8.77611 -0.11 0.25 0.85 -0.044
C 11.48787 15.87583 9.71789 -2.40 0.21 -0.88 -0.320
N 10.33774 15.17367 10.06658 1.58 1.94 -1.86 -0.098
C 9.31679 15.66216 9.32148 -1.08 1.20 0.61 -0.112
C 9.73291 16.76074 8.59597 -0.84 -0.94 0.23 -0.047
N 11.08066 16.87803 8.82082 -0.40 -2.00 0.59 -0.133
C 11.89877 17.59987 7.87948 0.36 1.20 0.59 -0.025
H 15.92579 17.09265 12.65686 0.39 -0.27 -0.38 0.087
H 15.29971 17.14934 10.93260 0.03 -0.46 0.28 0.074
H 14.86443 18.35671 12.12993 -0.12 -0.77 -0.13 0.112
H 13.90565 17.07693 14.60297 0.66 0.00 -0.30 0.127
H 12.05814 15.13063 14.64915 -0.32 0.55 0.48 0.102
H 11.38406 10.77537 10.11874 -0.67 -0.73 0.09 0.081
H 13.73092 10.42261 9.04277 1.04 -0.87 -0.75 0.098
H 15.26620 13.85998 8.19988 0.37 -1.38 0.30 0.092
H 15.79329 13.02956 9.74752 0.25 0.11 -0.92 0.082
H 15.64861 11.95166 8.26840 -0.53 1.55 0.30 0.109
H 8.29642 15.32000 9.53891 0.54 0.16 -0.53 0.122
H 9.12750 17.40302 7.92654 0.87 -0.47 0.56 0.145
H 12.11259 18.60862 8.30974 0.35 -0.82 -0.51 0.113
H 12.77270 16.97873 7.69474 0.22 0.51 -0.19 0.073
H 11.31269 17.75014 6.97446 0.25 -0.12 -0.04 0.095
C 13.02800 5.83755 4.15493 0.58 -1.12 0.09 -0.436
Se 13.82791 6.47080 5.78712 0.51 0.82 0.09 0.873
C 14.53334 8.24253 5.25606 -1.34 0.11 0.42 -0.545
C 13.56232 9.42809 5.57381 0.74 0.67 0.79 -0.604
Se 12.11787 10.00070 4.34184 0.18 -0.48 0.04 0.862
C 10.55957 9.16364 5.24021 0.30 0.18 0.49 -0.411
H 12.95274 4.77126 4.47624 -0.33 0.63 -0.89 0.017
H 13.65344 5.92959 3.24861 -0.12 -0.07 0.67 0.042
H 12.06891 6.28165 3.98491 -0.52 0.10 -0.06 -0.003
H 14.69487 8.20136 4.19486 0.31 -0.08 -0.47 0.043
H 15.49893 8.32205 5.77550 -0.39 0.26 -0.14 0.048
H 14.21798 10.34711 5.75307 -1.08 -1.02 -0.16 0.060
H 12.91683 9.23473 6.45357 0.96 0.07 -0.07 0.012
H 10.07841 8.45452 4.56178 0.30 -0.11 0.36 0.013
H 9.83269 9.94026 5.48037 0.13 0.08 -0.13 0.003
H 10.88842 8.73007 6.21429 -0.22 -0.01 -0.96 0.025
C 14.97505 11.70510 18.52830 0.43 1.02 2.74 -0.157
Si 16.07588 10.50736 17.76542 -0.86 -2.03 -1.93 0.477
C 14.84928 9.50640 16.71644 0.47 -0.19 0.43 -0.169
C 17.37209 9.34579 18.53008 0.54 0.78 -1.22 -0.120
H 14.00645 11.30002 18.89526 0.70 0.32 -0.33 0.060
H 14.85350 12.61276 17.89575 0.06 -0.71 0.53 0.054
H 15.60326 11.96260 19.45439 -1.22 0.41 -0.85 0.070
H 14.19354 9.11930 17.50336 -0.07 -0.20 0.05 0.035
H 15.29519 8.61091 16.25612 -0.39 0.39 -0.32 0.029
H 14.16191 10.09954 16.07924 0.70 -0.36 0.03 0.041
H 18.40167 9.70520 18.34045 -0.44 0.09 -0.15 0.047
H 17.36405 8.31223 18.17552 -0.41 0.18 -0.17 0.045
H 17.33410 9.30697 19.57765 -0.33 -0.07 1.64 0.010
C 9.27400 11.81446 14.78286 1.77 0.76 -0.44 -0.225
P 9.84979 11.68588 13.05356 -0.85 0.53 -0.53 0.918
C 8.32036 11.16875 12.17485 1.47 0.09 -1.13 -0.367
C 8.49902 10.24520 11.09654 -0.80 1.53 1.10 -0.083
C 7.52811 10.09560 10.11506 0.98 0.20 0.19 -0.062
C 6.37840 10.85212 10.19406 -0.16 -0.13 0.20 -0.070
C 6.25730 11.75980 11.22559 -1.85 0.35 0.01 -0.096
C 7.21396 11.99023 12.19032 -0.85 0.46 0.29 -0.120
C 10.82724 10.17040 13.06836 0.88 0.02 0.90 -0.417
C 10.30333 8.92011 13.41976 -0.66 -0.42 -0.20 -0.085
C 11.16572 7.84238 13.59804 2.13 1.78 -1.74 -0.034
C 12.57456 7.97436 13.32005 -1.98 2.11 1.10 -0.029
C 13.10454 9.26838 13.22015 -1.63 -0.32 -0.44 -0.086
C 12.21791 10.33588 13.03866 0.37 0.60 0.26 -0.124
H 10.09765 12.20630 15.39366 -0.20 -0.28 0.00 0.053
H 9.04156 10.83120 15.02490 -0.41 -1.77 0.99 0.019
H 8.42538 12.41860 14.94779 -0.98 0.85 -0.19 0.031
H 9.47227 9.81845 11.08513 0.36 -0.86 -0.50 0.069
H 7.74623 9.50712 9.24810 -0.09 -0.53 -0.23 0.106
H 5.57186 10.73007 9.48128 0.11 0.06 -0.02 0.115
H 5.29930 12.27556 11.32600 0.34 0.14 -0.20 0.115
H 6.97625 12.83276 12.88165 0.71 -0.96 -0.25 0.122
H 9.18519 8.76893 13.44279 1.38 0.16 0.27 0.138
H 10.80229 6.89696 13.78618 -0.87 -1.90 0.40 0.080
H 13.21654 7.14882 13.26186 0.65 -1.20 0.28 0.086
H 14.14368 9.49281 13.26754 0.74 -0.20 -0.30 0.085
H 12.65366 11.35380 12.89989 -0.49 -0.80 0.03 0.101
C 19.78966 12.93855 13.16445 0.84 0.51 1.42 0.043
N 19.27639 12.10742 14.26741 -2.20 -0.25 1.02 0.007
N 18.26459 12.54677 15.21938 2.29 2.23 -1.24 0.086
C 17.62883 11.49132 15.69921 -1.74 -0.32 0.00 -0.319
O 16.88330 11.62392 16.77314 1.31 0.41 -1.37 -0.048
C 17.83941 10.43531 14.81778 0.62 -1.86 0.60 0.089
C 18.96123 10.82135 14.05077 -1.75 -1.07 0.98 -0.259
C 19.70010 9.88623 13.21002 0.68 -1.08 -1.38 -0.010
C 18.20488 13.88198 15.75817 0.92 0.41 1.19 -0.206
C 17.00199 14.58402 15.80775 -0.16 -1.98 -0.91 -0.031
C 16.81543 15.61668 16.70572 -1.43 1.07 -0.40 -0.083
C 17.84818 16.08510 17.50412 0.02 -0.55 -0.43 -0.050
C 19.11659 15.57332 17.18717 1.07 0.22 0.55 -0.051
C 19.31856 14.41678 16.41276 -0.71 0.36 -0.35 0.004
H 19.95795 12.28572 12.31439 -0.43 0.29 -0.22 0.094
H 20.76923 13.32680 13.47464 -0.29 0.09 -0.19 0.104
H 19.10487 13.77433 13.04930 -0.02 -0.10 -0.56 0.102
H 17.32629 9.42231 14.93727 1.26 1.57 -0.35 0.155
H 19.75695 8.94250 13.74756 -0.02 -0.08 0.08 0.098
H 20.74414 10.12126 12.95206 -0.50 0.38 0.15 0.105
H 19.15772 9.63050 12.27482 0.25 0.38 0.43 0.117
H 16.25977 14.09418 15.15815 -0.33 0.88 0.56 0.126
H 15.85631 16.19339 16.71024 0.74 -0.97 0.18 0.122
H 17.57270 16.77908 18.32673 0.90 -0.21 -0.92 0.133
H 20.00971 16.10317 17.53320 -0.33 -0.44 0.37 0.118
H 20.28222 13.92252 16.26214 -0.14 0.47 0.36 0.124
```
Positions in Å, forces in eV/Å.

Energy above the lowest of the compared OMol25 structures with the same formula, charge and spin: 70.9; 0.0 (kJ/mol)
Calculated total energy: -127278.0809; -237348.9144 (eV)
F_max: 3.4; 3.5 (eV Å⁻¹)